# 1
Formula: C4H6N2
Source: OMol25
Level of theory: ωB97M-V/def2-TZVPD

Computed properties:
Kohn-Sham gap in eV: 9.587
Energy in hartree: -265.477916
HOMO energy in eV: -8.622
ΔE to the lowest compared entry with this formula, charge and spin in kcal per mole: 36.2
Charge: 0

XYZ file:
```
12
Properties=species:S:1:pos:R:3:forces:R:3
C -1.740711 -0.353162 -0.003349 0.08 -0.07 -0.09
C -0.254153 -0.123758 -0.017364 0.23 0.23 -0.02
C 0.414302 1.040090 0.127168 -0.09 -0.10 0.08
N 1.771186 0.727489 0.178497 0.26 0.07 0.13
C 2.032058 -0.590300 0.074069 -0.21 0.51 -0.26
N 0.758484 -1.117980 -0.023046 0.33 0.27 -0.39
H -2.267118 0.606111 0.079169 0.23 -0.19 -0.05
H -2.060214 -0.966597 0.848940 0.22 0.07 -0.17
H -2.099751 -0.843214 -0.914592 0.11 0.02 0.09
H 0.054130 2.052410 0.228046 -0.04 -0.13 0.05
H 2.522780 1.393674 0.150718 -0.12 0.11 0.24
H 0.854135 -1.832141 -0.727298 -1.00 -0.79 0.37
```
Positions in Å, forces in eV/Å.

natural (NBO) charges in e: -0.64, 0.10, -0.11, -0.58, 0.11, -0.61, 0.23, 0.23, 0.22, 0.22, 0.41, 0.42


# 2
Formula: C2H5N3S
Source: OMol25
Level of theory: ωB97M-V/def2-TZVPD

Computed properties:
Kohn-Sham gap in eV: 8.719
Energy in hartree: -641.647971
HOMO energy in eV: -8.101
ΔE to the lowest compared entry with this formula, charge and spin in kcal per mole: 22.6
Charge: 0

XYZ file:
```
11
Properties=species:S:1:pos:R:3:forces:R:3
H -0.903472 2.263398 -0.363239 0.16 -0.42 0.52
N -0.145496 1.573409 -0.364403 -0.37 -0.65 -0.50
C -0.504490 0.381009 -0.102842 1.30 0.47 -0.42
N -1.745033 -0.063339 0.321106 -0.20 0.02 0.12
N 0.435232 -0.712066 -0.273907 0.39 1.75 0.74
C 1.816865 -0.661607 -0.148858 -1.75 0.68 0.00
S 2.743393 0.592391 0.214166 0.51 0.30 0.24
H -1.710980 -0.881048 0.906813 0.03 -0.18 0.04
H -2.264265 0.673553 0.779703 -0.10 -0.08 -0.21
H 0.066730 -1.530557 -0.682545 -0.48 -0.92 -0.21
H 2.211511 -1.635141 -0.285989 0.50 -0.97 -0.32
```
Positions in Å, forces in eV/Å.

natural (NBO) charges in e: 0.35, -0.69, 0.57, -0.83, -0.63, -0.11, -0.02, 0.38, 0.39, 0.40, 0.18


In the order shown, the computed lowest unoccupied orbital energy values come out to 0.035 0.023 Ha.